#P
Computed, not measured: 2 unconnected molecules or ions with the total composition C5H16N2O, with ωB97M-V/def2-TZVPD.

```
! wB97M-V def2-TZVPD RIJCOSX def2/J DEFGRID3
* xyz 0 1
C -1.92 -0.89 0.52
N -0.60 -0.45 0.91
C -0.84 0.78 1.73
C 0.25 -0.20 -0.27
C 0.36 1.26 -0.77
N 1.54 1.50 -1.66
C 1.31 0.93 -3.01
H -2.43 -1.28 1.42
H -1.93 -1.86 -0.01
H -2.49 -0.12 -0.02
H 0.00 1.39 2.04
H -1.47 1.42 1.14
H -1.21 0.43 2.69
H 1.26 -0.57 -0.06
H -0.10 -0.83 -1.09
H 0.66 1.89 0.06
H -0.54 1.53 -1.32
H 2.33 1.06 -1.21
H 2.27 1.16 -3.52
H 1.14 -0.14 -3.02
H 0.61 1.54 -3.57
H -0.18 -2.86 2.86
H 1.35 -2.85 2.75
O 0.64 -2.84 3.39
*
```

## Properties
lowest unoccupied orbital energy: 0.809 eV
frontier orbital gap: 9.4 eV
HOMO: -8.55 eV

Here are the Mulliken charges for atoms 1 to 4, given in e:
1. C -1.153
2. N 0.052
3. C -1.074
4. C -0.624

---

#Q
Computed, not measured: 2 unconnected molecules or ions with the total composition C5H16N2O, with ωB97M-V/def2-TZVPD.

```
! wB97M-V def2-TZVPD RIJCOSX def2/J DEFGRID3
* xyz 0 1
C -1.17 -2.48 0.56
C -0.20 -1.72 -0.49
N 0.25 -0.49 0.11
C -0.02 1.12 -1.77
C 0.89 0.54 -0.70
C 1.42 1.63 0.38
N 2.87 1.32 0.69
H -1.70 -3.36 0.24
H -1.99 -1.69 0.79
H -0.48 -2.61 1.41
H 0.68 -2.21 -0.76
H -0.83 -1.63 -1.34
H -0.54 -0.03 0.56
H 0.43 1.78 -2.53
H -0.15 0.16 -2.40
H -0.93 1.40 -1.46
H 1.63 0.10 -1.20
H 1.36 2.67 0.00
H 0.73 1.67 1.26
H 2.87 0.78 1.48
H 3.40 1.03 -0.08
H -2.68 -0.07 2.10
H -3.01 1.47 1.84
O -2.81 0.60 1.30
*
```

## Properties
lowest unoccupied orbital energy: 0.502 eV
frontier orbital gap: 8.9 eV
HOMO: -8.36 eV

Here are the Mulliken charges for atoms 1 to 4, given in e:
1. C -0.943
2. C -0.540
3. N -0.285
4. C -1.453

---

#P ends up most stable, edging out the next structure by 0.520 eV.

---

#P
Computed, not measured: 2 unconnected molecules or ions with the total composition C5H16N2O, with ωB97M-V/def2-TZVPD.

```
! wB97M-V def2-TZVPD RIJCOSX def2/J DEFGRID3
* xyz 0 1
C 1.27 -0.38 -2.80
N 0.87 0.45 -1.66
C 2.63 -0.17 0.02
C 1.15 -0.14 -0.37
C 0.37 0.67 0.67
N -1.05 0.30 0.63
C -1.91 1.37 1.11
H 0.64 -1.24 -2.76
H 1.04 0.08 -3.75
H 2.28 -0.78 -2.70
H 1.32 1.35 -1.71
H 3.16 0.78 -0.07
H 3.18 -0.83 -0.66
H 2.76 -0.52 1.03
H 0.74 -1.15 -0.33
H 0.51 1.75 0.49
H 0.66 0.46 1.69
H -1.38 0.11 -0.31
H -1.92 2.23 0.43
H -1.57 1.74 2.08
H -2.93 1.01 1.18
H -2.17 -1.68 1.88
H -3.58 -1.23 2.25
O -3.02 -2.01 2.18
*
```

## Properties
lowest unoccupied orbital energy: 0.980 eV
frontier orbital gap: 9.9 eV
HOMO: -8.89 eV

Here are the Mulliken charges for atoms 1 to 4, given in e:
1. C -0.895
2. N -0.325
3. C -1.443
4. C 0.233

---

#Q
Computed, not measured: 2 unconnected molecules or ions with the total composition C5H16N2O, with ωB97M-V/def2-TZVPD.

```
! wB97M-V def2-TZVPD RIJCOSX def2/J DEFGRID3
* xyz 0 1
C -0.64 -0.36 -1.93
C -1.57 0.62 -1.19
C -1.36 0.89 0.33
C -1.45 -0.21 1.41
C -0.01 -2.07 0.90
N -0.24 -0.96 1.85
N -1.47 1.98 -1.75
H -0.03 0.15 -2.68
H -1.15 -1.13 -2.53
H -0.03 -0.88 -1.19
H -2.62 0.35 -1.35
H -0.47 1.49 0.51
H -2.22 1.54 0.56
H -1.87 0.27 2.31
H -2.19 -1.00 1.17
H 0.27 -3.01 1.39
H -0.89 -2.36 0.33
H 0.86 -1.96 0.22
H 0.57 -0.35 1.89
H -0.56 2.40 -1.66
H -1.75 1.95 -2.73
H 5.39 0.37 -0.35
H 5.79 0.83 1.04
O 5.33 0.12 0.58
*
```

## Properties
lowest unoccupied orbital energy: 0.756 eV
frontier orbital gap: 9.4 eV
HOMO: -8.61 eV

Here are the Mulliken charges for atoms 1 to 4, given in e:
1. C -0.987
2. C 0.453
3. C -0.741
4. C -0.704

---

#P ends up most stable, edging out the next structure by 0.632 eV.

---

#P
Computed, not measured: 2 unconnected molecules or ions with the total composition C5H16N2O, with ωB97M-V/def2-TZVPD.

```
! wB97M-V def2-TZVPD RIJCOSX def2/J DEFGRID3
* xyz 0 1
N 1.40 -1.66 -2.37
C 0.36 -0.58 -2.23
C 0.65 0.55 -1.13
N 0.45 0.06 0.27
C -0.35 2.39 1.02
C -0.64 0.86 0.87
C -0.91 0.22 2.21
H 2.32 -1.34 -2.09
H 1.10 -2.49 -1.67
H 0.09 -0.15 -3.16
H -0.52 -1.05 -1.81
H 0.18 1.41 -1.40
H 1.77 0.80 -1.25
H 1.30 0.23 0.82
H -0.46 2.77 2.00
H 0.58 2.68 0.55
H -1.15 3.03 0.58
H -1.58 0.75 0.18
H -0.81 -0.84 2.31
H -0.28 0.61 2.95
H -1.94 0.30 2.46
H 0.05 -2.44 -0.05
H -1.02 -2.91 0.91
O -0.58 -3.19 0.02
*
```

## Properties
lowest unoccupied orbital energy: 0.816 eV
frontier orbital gap: 10.0 eV
HOMO: -9.16 eV

Here are the Mulliken charges for atoms 1 to 4, given in e:
1. N -0.587
2. C -0.847
3. C -0.671
4. N -0.289

---

#Q
Computed, not measured: 3 unconnected molecules or ions with the total composition C5H16N2O, with ωB97M-V/def2-TZVPD.

```
! wB97M-V def2-TZVPD RIJCOSX def2/J DEFGRID3
* xyz 0 1
C 0.85 -2.08 1.01
C 0.12 -1.12 0.04
C -0.69 0.01 0.83
C 0.26 1.12 1.34
C 0.88 1.96 0.21
N -0.17 2.67 -0.52
N -0.72 -1.63 -1.02
H 0.14 -2.64 1.65
H 1.68 -1.62 1.57
H 1.36 -2.83 0.40
H 0.94 -0.66 -0.52
H -1.08 -0.61 1.64
H -1.53 0.40 0.23
H -0.34 1.73 2.02
H 1.10 0.58 1.81
H 1.60 1.32 -0.39
H 1.57 2.70 0.58
H -0.72 2.05 -1.12
H 0.26 3.30 -1.20
H -0.88 -2.64 -0.91
H -1.87 -2.40 0.23
H -0.98 -0.35 -1.97
H -1.00 0.25 -3.41
O -0.80 0.48 -2.50
*
```

## Properties
lowest unoccupied orbital energy: -1.320 eV
frontier orbital gap: 7.5 eV
HOMO: -8.87 eV

Here are the Mulliken charges for atoms 1 to 4, given in e:
1. C -1.428
2. C 0.237
3. C -0.797
4. C -0.534

---

#R
Computed, not measured: 2 unconnected molecules or ions with the total composition C5H16N2O, with ωB97M-V/def2-TZVPD.

```
! wB97M-V def2-TZVPD RIJCOSX def2/J DEFGRID3
* xyz 0 1
N -0.08 0.12 3.35
N -0.91 -1.57 -1.04
C 0.88 0.82 4.23
C -0.49 -1.72 -2.44
C 0.39 0.22 1.99
C 0.06 -0.74 -0.36
C -0.39 -0.81 1.08
H 0.05 -0.88 3.51
H -0.71 -2.51 -0.69
H 0.74 0.50 5.28
H 0.72 1.91 4.17
H 1.91 0.60 3.93
H 0.61 -1.73 -2.54
H -0.90 -0.99 -3.16
H -0.87 -2.72 -2.71
H 0.31 1.27 1.65
H 1.45 -0.07 1.95
H -0.04 0.29 -0.76
H 1.13 -1.01 -0.40
H -1.45 -0.51 1.02
H -0.34 -1.82 1.54
O -0.55 4.02 -6.24
H -0.27 4.01 -7.18
H -1.24 3.32 -6.18
*
```

## Properties
lowest unoccupied orbital energy: 0.850 eV
frontier orbital gap: 9.9 eV
HOMO: -9.07 eV

Here are the Mulliken charges for atoms 1 to 4, given in e:
1. N -0.384
2. N -0.371
3. C -0.808
4. C -0.814

---

#S
Computed, not measured: 2 unconnected molecules or ions with the total composition C5H16N2O, with ωB97M-V/def2-TZVPD.

```
! wB97M-V def2-TZVPD RIJCOSX def2/J DEFGRID3
* xyz 0 1
C 1.86 -1.32 0.66
C 0.53 -1.65 -0.10
C -0.07 -0.32 -0.67
C -0.77 0.63 0.36
N 0.03 1.83 0.61
C 0.82 1.70 1.82
N 2.22 -2.26 1.71
H 2.78 -0.97 0.14
H 1.63 -0.33 1.21
H 0.92 -2.29 -1.02
H -0.21 -2.15 0.50
H 0.52 -0.01 -1.47
H -1.03 -0.68 -1.11
H -1.79 0.95 -0.08
H -0.96 0.11 1.30
H 0.70 2.11 -0.14
H 1.59 2.61 1.99
H 0.26 1.80 2.78
H 1.46 0.78 1.93
H 3.15 -2.65 1.62
H 1.54 -2.92 2.06
H -4.70 2.30 -4.32
H -5.18 1.25 -5.36
O -5.28 1.51 -4.42
*
```

## Properties
lowest unoccupied orbital energy: 0.882 eV
frontier orbital gap: 9.1 eV
HOMO: -8.23 eV

Here are the Mulliken charges for atoms 1 to 4, given in e:
1. C 0.261
2. C -0.671
3. C -0.677
4. C -0.647

---

#R ends up most stable, edging out the next structure by 0.383 eV.

---

#P
Computed, not measured: 2 unconnected molecules or ions with the total composition C5H16N2O, with ωB97M-V/def2-TZVPD.

```
! wB97M-V def2-TZVPD RIJCOSX def2/J DEFGRID3
* xyz 0 1
C -0.77 0.79 1.45
N -0.56 1.81 0.45
C 0.80 2.04 -0.03
C 1.42 0.92 -0.89
C 2.39 0.02 -0.13
N 2.86 -1.06 -0.98
C -1.57 -0.42 0.97
H -1.27 1.19 2.33
H 0.18 0.45 1.88
H -1.24 1.72 -0.29
H 0.77 2.96 -0.59
H 1.39 2.25 0.87
H 0.62 0.32 -1.32
H 1.99 1.34 -1.72
H 3.26 0.61 0.17
H 1.91 -0.30 0.81
H 3.53 -1.64 -0.50
H 2.11 -1.66 -1.29
H -1.19 -0.82 0.02
H -1.50 -1.23 1.71
H -2.62 -0.17 0.88
H -4.25 -2.31 -1.01
H -4.49 -3.74 -1.42
O -3.79 -3.09 -1.38
*
```

## Properties
lowest unoccupied orbital energy: 0.783 eV
frontier orbital gap: 9.1 eV
HOMO: -8.34 eV

Here are the Mulliken charges for atoms 1 to 4, given in e:
1. C -0.366
2. N -0.294
3. C -0.882
4. C -0.353

---

#Q
Computed, not measured: 2 unconnected molecules or ions with the total composition C5H16N2O, with ωB97M-V/def2-TZVPD.

```
! wB97M-V def2-TZVPD RIJCOSX def2/J DEFGRID3
* xyz 0 1
C 0.31 0.80 0.28
C 0.85 0.06 -0.93
C 1.17 1.14 -2.01
C 1.96 -0.92 -0.56
N -0.73 0.05 1.08
C -2.11 0.42 0.73
N -2.46 0.03 -0.68
H 1.13 1.00 0.97
H -0.10 1.76 -0.02
H 0.11 -0.58 -1.44
H 0.22 1.54 -2.38
H 1.99 1.86 -1.87
H 1.64 0.70 -2.90
H 2.93 -0.49 -0.32
H 2.02 -1.83 -1.14
H 1.79 -1.24 0.47
H -0.52 -0.91 0.84
H -2.31 1.50 0.78
H -2.72 -0.05 1.52
H -2.94 -0.85 -0.55
H -3.14 0.63 -1.13
H 0.61 -2.09 2.62
H 0.37 -0.99 3.66
O -0.07 -1.51 2.98
*
```

## Properties
lowest unoccupied orbital energy: 0.865 eV
frontier orbital gap: 9.1 eV
HOMO: -8.27 eV

Here are the Mulliken charges for atoms 1 to 4, given in e:
1. C -1.374
2. C 1.091
3. C -1.695
4. C -1.236

---

#P ends up most stable, edging out the next structure by 0.864 eV.